{"formula": "C5H15NO", "method": "wB97M-V/def2-TZVPD", "orbital_gap_ev": 9.60, "smiles": "CC(C)CCN.O", "e_lumo_ev": 0.72, "relative_energy_kj_mol": 122.4, "homo_energy_ev": -8.88, "e_tot_ha": -329.46100, "spin_multiplicity": 1, "fmax_ev_per_a": 3.10, "symbols": ["C", "C", "C", "C", "C", "N", "H", "H", "H", "H", "H", "H", "H", "H", "H", "H", "H", "H", "H", "O", "H", "H"], "xyz": [[-0.17958, -1.33567, 1.89422], [0.06333, -0.33905, 0.73049], [1.41643, 0.38669, 0.98837], [-1.16795, 0.64675, 0.60381], [-0.78300, 1.75314, -0.51718], [-1.29724, 1.58455, -1.88417], [0.75929, -1.95951, 1.91692], [-0.61718, -0.91077, 2.82367], [-0.90712, -2.04860, 1.53569], [0.10068, -0.84425, -0.23533], [2.19063, -0.33584, 1.31317], [1.89241, 0.66261, -0.02297], [1.37459, 1.28756, 1.59426], [-2.05564, 0.10764, 0.35321], [-1.27687, 1.19744, 1.56826], [-1.23489, 2.64652, -0.10474], [0.30429, 1.74208, -0.53455], [-1.08521, 0.65802, -2.21689], [-2.29803, 1.64986, -1.94461], [1.22709, -2.22944, -2.62070], [1.73392, -1.69019, -3.23554], [1.84005, -2.62956, -2.00541]], "lowdin_charge": [-0.095, -0.429, -0.101, -0.148, -0.255, -0.011, 0.083, 0.087, 0.056, 0.111, 0.068, 0.086, 0.077, 0.088, 0.108, 0.094, 0.071, 0.051, 0.052, -0.057, 0.036, 0.028]}